This record from the OMol25 dataset describes a single C23H26F2N2O3 molecule. The level of theory is ωB97M-V/def2-TZVPD.

Last column: Mulliken charge in e.
Atoms and positions in Å:
C: -5.16 1.65 3.15  0.4162
C: 0.70 -1.68 0.10  0.6128
H: -0.08 -3.58 -2.35  0.5515
C: -3.95 1.17 3.65  0.2486
H: 3.37 3.66 1.84  0.2745
C: -0.14 -1.57 -3.14  0.5014
H: -1.09 -2.47 -1.40  0.5065
C: -5.19 2.30 1.93  -0.5767
C: -4.02 2.48 1.22  -0.6025
H: 1.85 2.74 1.86  0.2037
C: -1.84 0.14 -2.28  -0.9159
H: 1.57 0.76 0.59  0.1533
N: -1.49 1.15 -0.13  0.3952
F: -6.29 1.48 3.85  -0.3099
C: 4.01 -0.56 2.55  -0.6119
C: 1.90 -1.32 0.93  -0.5342
C: -2.78 1.35 2.93  -0.3605
H: -0.67 2.08 1.54  -0.0086
C: 2.23 -2.47 -1.68  -0.8045
C: 2.89 2.74 1.52  -0.6309
H: -4.04 2.98 0.26  0.4923
C: -1.93 1.37 -1.39  0.2746
H: -1.55 3.13 0.39  0.6057
O: 3.63 1.70 2.12  -0.4657
H: -1.86 0.96 3.34  0.4507
H: 4.29 -2.64 2.90  0.3955
H: -2.25 -0.71 -1.72  0.3554
N: 0.93 -2.30 -1.07  0.1305
H: -0.93 -1.84 -3.85  0.4550
H: 3.01 -2.28 -0.95  0.4602
H: 2.31 -3.51 -2.03  0.3118
O: -2.31 2.46 -1.78  -0.6971
H: 2.92 2.68 0.43  0.2959
C: 1.21 -1.71 -3.85  -1.3542
C: 2.38 -1.52 -2.88  -0.5239
C: 2.65 -2.29 1.58  0.0437
H: -6.14 2.66 1.56  0.4157
H: 2.40 -3.33 1.46  0.5146
H: 1.29 -0.98 -4.66  0.4561
H: 3.32 -1.72 -3.38  0.4434
H: 1.28 -2.71 -4.29  0.4252
C: 3.70 -1.90 2.39  -0.6932
H: -2.44 0.30 -3.17  0.4065
C: -2.81 2.01 1.72  0.3710
H: 0.26 0.07 -1.80  -0.4723
H: 4.83 -0.24 3.17  0.4609
H: -1.27 0.20 0.17  0.1814
H: 2.40 -0.49 -2.52  0.2040
C: 2.18 0.03 1.10  0.1164
C: -0.38 -0.13 -2.66  -0.0042
O: -0.43 -1.42 0.50  -0.8307
F: -3.91 0.54 4.84  -0.3169
C: -0.17 -2.56 -1.97  -1.5129
H: -0.09 0.57 -3.45  0.6237
C: 3.25 0.42 1.90  0.4779
C: -1.55 2.16 0.90  -1.0047

Summary:
LUMO   0.582 eV
F_max   0.649 eV/A
Kohn-Sham gap   9.5 eV
Net charge   0
Multiplicity   1
E_tot   -38831.940 eV
Molecular weight   416.47 g/mol
SMILES   COc1cccc(C(=O)N2CCC[C@H](CCC(=O)NCc3ccc(F)c(F)c3)C2)c1


This record from the OMol25 dataset describes a single C23H26FN3O3S molecule. The level of theory is ωB97M-V/def2-TZVPD.

Last column: Mulliken charge in e.
Atoms and positions in Å:
H: -0.99 2.35 -1.62  0.4929
C: -4.73 1.14 0.30  -0.7087
O: -6.53 -0.84 0.00  -0.3346
H: -3.29 -0.83 -1.98  0.4282
C: 3.49 0.24 2.01  -1.4975
N: -2.34 0.95 0.73  0.1298
H: -8.26 -1.54 1.87  0.3098
C: 2.31 1.82 -1.06  1.0603
H: -6.99 -2.85 0.15  0.3154
H: -2.34 -1.07 0.28  0.3230
C: 3.74 -1.08 1.32  0.2174
H: 2.54 0.19 2.54  0.3729
C: 5.22 -2.90 0.75  -0.6620
S: 3.76 1.79 -2.07  -0.2376
H: 5.93 1.30 -1.27  0.4922
H: 1.00 1.42 2.02  0.5180
C: 2.99 -2.81 -0.19  -0.8856
H: -3.80 0.06 1.93  0.2955
F: 4.46 -4.57 -0.73  -0.3346
C: 4.97 -1.72 1.43  -0.2524
H: -7.83 -1.97 -1.14  0.2958
H: 6.17 -3.41 0.83  0.4330
H: -5.72 1.10 0.75  0.4344
H: 4.80 0.00 -0.85  0.1435
O: -5.22 -1.94 -1.48  -0.6491
C: -3.64 0.99 1.37  -0.8572
H: 4.72 2.81 0.35  0.3960
C: -0.13 1.83 0.28  -0.2147
O: -1.59 2.70 1.93  -0.6777
C: 1.05 1.58 0.96  -0.2084
H: -3.14 0.95 -1.88  0.2469
H: -3.65 1.84 2.06  0.4598
C: -7.48 -1.90 -0.10  -0.2127
H: -9.36 -2.40 0.78  0.3951
C: 4.94 1.08 -0.89  -0.2776
C: -2.21 -0.11 -0.24  -0.3974
H: 5.51 1.44 1.16  0.4429
H: -1.22 -0.08 -0.69  0.2747
C: 2.29 1.56 0.32  -0.3426
N: -4.60 0.09 -0.68  0.1620
H: 2.24 -3.24 -0.83  0.4612
C: 2.76 -1.63 0.50  0.1760
C: -3.30 0.03 -1.31  -1.0461
C: -1.41 1.88 1.05  0.2577
H: 5.74 -1.30 2.06  0.3750
C: -5.43 -0.98 -0.77  0.7808
C: -0.09 2.12 -1.08  -0.3376
H: 1.81 -1.14 0.40  0.5709
N: 3.44 1.35 1.07  0.1973
H: -4.61 2.10 -0.21  0.2768
C: 4.70 1.72 0.47  -1.0142
C: 4.22 -3.42 -0.06  0.4333
C: 1.13 2.12 -1.74  -1.0321
H: -9.09 -0.66 0.58  0.3164
C: -8.62 -1.61 0.84  -1.2415
H: 4.28 0.45 2.73  0.5108
H: 1.18 2.33 -2.79  0.4262

Summary:
LUMO   0.596 eV
F_max   0.534 eV/A
Kohn-Sham gap   8.4 eV
Net charge   0
Multiplicity   1
E_tot   -48439.899 eV
Molecular weight   443.54 g/mol
SMILES   CCOC(=O)N1CCN(C(=O)c2ccc3c(c2)N(Cc2ccc(F)cc2)CCS3)CC1


Energy above the lowest of the compared OMol25 structures with the same formula, charge and spin for the records above, in order: 0.0 0.0 kJ/mol